Computed, not measured: one molecule with the formula C5H6O, with ωB97M-V/def2-TZVPD.

Output
- energy relative to the best compared isomer or geometry (same formula, charge and spin) (kcal/mol) = 59.5
- SMILES = Cc1ccco1

Last column: Löwdin charge in e.
CARTESIAN COORDINATES (ANGSTROEM)
C  -1.864  0.038  0.238  -0.012
C  -0.388  0.021  0.056  -0.402
C  0.508  1.051  0.269  -0.074
C  1.799  0.382  0.071  -0.084
C  1.543  -0.893  -0.267  -0.110
O  0.191  -1.140  -0.305  0.038
H  -2.235  1.059  0.376  0.092
H  -2.067  -0.511  1.164  0.095
H  -2.392  -0.449  -0.583  0.085
H  -0.041  1.371  -0.684  0.154
H  2.788  0.803  0.219  0.097
H  2.157  -1.732  -0.554  0.119